# 1
{
  "formula": "C42H47BrClF5LaN2O3SSi",
  "method": "ωB97M-V with the def2-TZVPD basis set",
  "elements": ["La", "Cl", "C", "C", "C", "C", "O", "C", "C", "N", "C", "C", "C", "C", "C", "C", "C", "C", "N", "C", "C", "H", "H", "H", "H", "H", "H", "H", "H", "H", "H", "C", "C", "C", "C", "C", "C", "C", "S", "C", "O", "H", "H", "H", "H", "H", "H", "H", "H", "H", "H", "C", "C", "C", "C", "Si", "Br", "C", "C", "C", "C", "C", "C", "C", "C", "H", "H", "H", "H", "H", "H", "H", "H", "H", "H", "H", "H", "H", "H", "H", "H", "H", "H", "H", "H", "H", "H", "H", "H", "H", "H", "H", "F", "C", "C", "F", "C", "F", "C", "O", "C", "F", "C", "F"],
  "coordinates": [[-1.09, -0.40, -1.06], [-4.90, 6.17, -2.09], [-3.87, 4.78, -1.97], [-2.86, 4.59, -2.93], [-2.04, 3.50, -2.84], [-2.16, 2.55, -1.78], [-1.35, 1.56, -1.72], [-3.20, 2.76, -0.81], [-3.39, 1.90, 0.30], [-2.69, 0.83, 0.57], [-2.86, 0.22, 1.81], [-3.27, 0.88, 2.96], [-3.46, 0.20, 4.16], [-3.27, -1.15, 4.25], [-2.77, -1.86, 3.14], [-2.47, -3.24, 3.19], [-1.86, -3.82, 2.11], [-1.54, -3.03, 0.99], [-1.88, -1.77, 0.88], [-2.51, -1.17, 1.93], [-4.04, 3.89, -0.94], [-2.75, 5.30, -3.73], [-1.26, 3.34, -3.57], [-4.19, 2.20, 0.98], [-3.41, 1.95, 2.94], [-3.78, 0.77, 5.03], [-3.44, -1.67, 5.18], [-2.73, -3.81, 4.07], [-1.59, -4.86, 2.12], [-0.99, -3.46, 0.16], [-4.81, 4.06, -0.20], [-4.85, 2.88, -5.27], [-4.08, 1.68, -4.83], [-3.13, 1.08, -5.67], [-2.47, -0.07, -5.27], [-2.76, -0.64, -4.04], [-3.67, -0.04, -3.18], [-4.33, 1.11, -3.59], [-1.85, -2.11, -3.49], [-2.96, -3.38, -4.21], [-2.17, -2.15, -2.02], [-4.32, 3.46, -6.01], [-5.08, 3.51, -4.41], [-5.79, 2.55, -5.71], [-2.90, 1.51, -6.63], [-1.73, -0.53, -5.91], [-3.91, -0.50, -2.23], [-5.04, 1.58, -2.93], [-3.96, -3.23, -3.83], [-2.59, -4.35, -3.90], [-2.92, -3.28, -5.28], [2.68, -0.42, 5.26], [1.79, -0.03, 4.07], [0.53, -0.91, 4.08], [1.31, 1.42, 4.28], [2.81, -0.19, 2.41], [0.94, 0.18, 0.69], [3.49, -1.99, 2.02], [3.58, -2.24, 0.51], [4.88, -2.15, 2.65], [2.59, -3.10, 2.59], [3.98, 1.30, 1.92], [4.72, 1.00, 0.61], [3.22, 2.62, 1.69], [5.02, 1.55, 3.03], [2.15, -0.26, 6.19], [3.59, 0.17, 5.27], [2.96, -1.47, 5.21], [-0.01, -0.75, 5.01], [0.77, -1.96, 4.01], [-0.13, -0.64, 3.26], [0.67, 1.47, 5.16], [0.74, 1.76, 3.43], [2.15, 2.09, 4.45], [4.23, -1.54, 0.01], [2.60, -2.20, 0.05], [3.98, -3.24, 0.34], [5.60, -1.48, 2.19], [5.24, -3.16, 2.50], [4.85, -1.95, 3.71], [1.58, -3.03, 2.18], [2.56, -3.06, 3.67], [3.00, -4.06, 2.30], [4.02, 0.78, -0.19], [5.42, 0.18, 0.72], [5.30, 1.87, 0.31], [2.51, 2.52, 0.88], [3.94, 3.39, 1.42], [2.70, 2.95, 2.58], [5.60, 0.65, 3.25], [4.54, 1.89, 3.94], [5.71, 2.32, 2.71], [4.25, 0.06, -5.60], [3.37, -0.39, -4.70], [3.67, -1.48, -3.88], [4.87, -2.06, -3.98], [2.76, -1.96, -2.96], [3.07, -3.05, -2.24], [1.49, -1.36, -2.76], [0.63, -1.71, -1.88], [1.23, -0.28, -3.64], [-0.03, 0.27, -3.48], [2.11, 0.20, -4.58], [1.76, 1.22, -5.37]],
  "total_charge": 1,
  "total_energy_ev": -169163.7010,
  "lumo_ha": -0.116,
  "orbital_gap_ev": 7.0
}

---

# 2
{
  "formula": "C11H22N2O6",
  "method": "ωB97M-V with the def2-TZVPD basis set",
  "elements": ["C", "C", "C", "C", "C", "C", "C", "C", "C", "C", "C", "H", "H", "H", "H", "H", "H", "H", "H", "H", "H", "H", "H", "H", "H", "H", "H", "H", "H", "H", "H", "H", "H", "N", "N", "O", "O", "O", "O", "O", "O"],
  "coordinates": [[-0.52, 1.95, 0.67], [-0.35, 1.51, -0.77], [-1.83, 1.43, 1.27], [-3.07, 1.98, 0.58], [-4.33, 1.72, 1.38], [1.76, -0.43, -0.23], [2.29, 0.36, 0.96], [1.91, -1.93, 0.04], [1.43, -2.84, -1.10], [-0.03, -2.58, -1.45], [1.65, -4.30, -0.72], [-0.45, 3.71, 1.71], [0.38, 3.75, 0.30], [0.31, 1.47, 1.22], [-1.86, 1.71, 2.33], [-1.83, 0.34, 1.23], [-3.17, 1.53, -0.42], [-2.96, 3.06, 0.44], [-5.29, 2.33, -0.16], [0.72, 1.80, -2.28], [2.27, 0.94, -1.64], [3.41, -0.18, -1.37], [0.69, -0.20, -0.31], [2.98, -2.14, 0.25], [1.37, -2.18, 0.97], [2.04, -2.61, -1.98], [-0.68, -2.69, -0.57], [-0.17, -1.57, -1.86], [-0.38, -3.29, -2.21], [1.04, -4.57, 0.16], [2.70, -4.50, -0.47], [1.36, -4.97, -1.54], [1.99, 0.69, 2.77], [-0.47, 3.41, 0.73], [2.40, -0.06, -1.48], [-0.99, 0.65, -1.33], [-4.35, 1.30, 2.50], [-5.48, 2.01, 0.74], [0.67, 2.15, -1.37], [3.27, 1.08, 0.94], [1.56, 0.16, 2.07]],
  "smiles": "N[C@@H](CCC(=O)O)C(=O)O.CC(C)C[C@H](N)C(=O)O",
  "total_energy_ev": -27030.5530,
  "lumo_ha": 0.014,
  "orbital_gap_ev": 10.4
}